{"formula": "C31H35N9O4Sr", "method": "ωB97M-V/def2-TZVPD", "species": ["Sr", "O", "O", "O", "O", "N", "N", "N", "N", "N", "N", "N", "N", "N", "C", "C", "C", "C", "C", "C", "C", "C", "C", "C", "C", "C", "C", "C", "C", "C", "C", "C", "C", "C", "C", "C", "C", "C", "C", "C", "C", "C", "C", "C", "C", "H", "H", "H", "H", "H", "H", "H", "H", "H", "H", "H", "H", "H", "H", "H", "H", "H", "H", "H", "H", "H", "H", "H", "H", "H", "H", "H", "H", "H", "H", "H", "H", "H", "H", "H"], "xyz": [[0.5055, 1.3532, 0.0570], [-1.7241, -7.4522, -0.0470], [-7.2109, -0.7886, -2.5784], [-2.8069, -5.8439, -0.9911], [-5.6934, -2.1935, -3.3724], [0.5993, 3.5091, -1.5149], [-0.2248, 3.1598, 1.8700], [2.9331, 1.9979, -0.3142], [1.9322, 0.1122, 1.7656], [2.3176, -2.7005, 0.7445], [-1.8755, -6.2978, -0.3570], [1.3826, 0.0510, -2.0240], [-2.0970, 1.8711, 0.1532], [-0.2612, -1.7824, 0.8105], [-0.8017, -5.3474, 0.0184], [-0.0613, -3.0927, 0.5411], [3.5545, 1.8969, 1.0316], [-5.3534, 0.3313, -0.7759], [-3.6682, -0.3081, -2.3707], [-1.1281, -3.9789, 0.3366], [-4.9818, -0.3697, -1.9184], [-2.3909, 2.9614, 0.7322], [-6.0676, -1.1228, -2.6395], [-1.4314, 3.7058, 1.6017], [0.4514, -5.8192, 0.0034], [-1.4973, -1.3655, 0.9779], [2.9762, 3.4017, -0.7934], [-3.1156, 1.1463, -0.5411], [3.5551, 1.0603, -1.2843], [0.5445, 3.7957, 2.7489], [2.0120, 3.6818, -1.9413], [3.3445, 0.5509, 1.7321], [-2.7335, 0.4453, -1.6765], [2.7697, -0.2263, -1.5535], [-2.4401, -3.4948, 0.5180], [2.8783, -5.3982, 0.2820], [3.8880, -4.5123, 0.5388], [3.5497, -3.1698, 0.7620], [-1.8622, 4.8881, 2.1727], [-2.6276, -2.1835, 0.8599], [-1.0305, 5.5512, 3.0690], [1.3161, -3.5766, 0.5032], [-4.4215, 1.0798, -0.0756], [1.5518, -4.9316, 0.2636], [0.1905, 4.9876, 3.3724], [0.8649, 5.4453, 4.0813], [3.9927, 3.6783, -1.0951], [-1.6372, -0.3193, 1.2374], [3.7636, 0.6371, 2.7364], [0.9146, -0.8388, -2.1783], [-3.2818, -4.1587, 0.3960], [2.6983, -0.8453, -0.6579], [-4.7647, -2.4047, -3.2195], [0.3372, 4.3090, -0.9426], [-2.8418, 5.2787, 1.9325], [4.5576, 0.7828, -0.9425], [1.4932, 3.3284, 2.9862], [-4.7094, 1.5798, 0.8406], [3.6943, 1.5829, -2.2326], [3.1369, 2.6985, 1.6454], [4.6359, 2.0731, 0.9665], [3.3310, -0.7972, -2.2977], [-0.0099, 3.5619, -2.3263], [-1.3456, 6.4781, 3.5281], [2.7080, 4.0514, 0.0445], [-6.3827, 0.2798, -0.4475], [4.9214, -4.8244, 0.5755], [1.5658, 0.2002, 2.7091], [-3.3668, -0.8168, -3.2781], [-1.7135, 0.5055, -2.0418], [4.3362, -2.4523, 0.9719], [1.8789, -0.8895, 1.5491], [2.2075, 4.6918, -2.3075], [1.4205, 0.4889, -2.9415], [2.1989, 3.0047, -2.7754], [3.0818, -6.4457, 0.1024], [-3.6142, -1.7781, 1.0312], [-3.3833, 3.4100, 0.6445], [0.6308, -6.8636, -0.2152], [3.9354, -0.2136, 1.2235]], "forces_ev_per_angstrom": [[-0.9, -0.6, 0.1], [0.0, -0.1, 0.0], [0.0, 0.0, 0.1], [-0.1, 0.0, 0.0], [0.1, 0.2, 0.2], [0.2, 0.2, 0.0], [-0.3, 0.2, 0.0], [0.3, 0.0, 0.1], [0.4, 0.1, 0.5], [0.0, -0.2, 0.0], [0.2, 0.1, 0.0], [0.3, -0.1, -0.2], [-0.2, 0.0, 0.0], [0.0, 0.2, 0.0], [-0.3, 0.0, 0.0], [0.2, 0.2, -0.1], [0.0, -0.1, -0.1], [0.0, 0.0, 0.0], [0.0, 0.0, 0.1], [0.0, -0.2, 0.0], [0.0, 0.0, 0.0], [0.2, 0.3, 0.2], [-0.1, -0.2, -0.2], [-0.2, -0.4, -0.1], [0.2, 0.1, 0.0], [-0.2, -0.1, 0.0], [0.0, -0.2, -0.1], [0.4, 0.3, 0.1], [-0.1, 0.0, 0.0], [0.0, 0.0, 0.0], [0.0, 0.0, 0.1], [0.0, 0.0, -0.2], [-0.1, -0.1, -0.1], [0.0, 0.2, -0.1], [0.0, 0.0, 0.0], [0.0, 0.0, 0.0], [0.0, 0.1, 0.0], [0.0, -0.1, 0.0], [0.0, 0.1, 0.1], [0.2, 0.0, 0.0], [-0.1, 0.0, 0.0], [-0.2, 0.3, 0.0], [-0.2, -0.1, 0.0], [-0.1, -0.3, -0.1], [0.0, -0.1, 0.0], [0.0, 0.0, 0.0], [0.0, 0.0, 0.0], [0.0, 0.0, 0.0], [0.0, 0.0, 0.0], [0.0, 0.0, 0.0], [0.0, 0.0, 0.0], [-0.1, 0.1, 0.0], [0.0, -0.1, 0.0], [0.0, 0.0, 0.0], [0.0, 0.0, 0.0], [0.0, 0.0, 0.0], [0.0, 0.0, 0.0], [0.0, 0.0, 0.0], [0.0, 0.0, 0.0], [0.0, 0.0, 0.0], [0.0, 0.1, 0.0], [0.0, 0.0, 0.1], [0.0, 0.0, 0.0], [0.0, 0.0, 0.0], [0.0, 0.0, 0.0], [0.0, 0.0, 0.0], [0.0, 0.0, 0.0], [0.0, 0.0, 0.0], [0.0, 0.0, 0.0], [0.0, 0.0, 0.0], [0.0, 0.0, 0.0], [0.0, 0.1, -0.1], [0.0, 0.0, 0.0], [0.0, 0.0, 0.0], [0.0, 0.0, 0.0], [0.0, 0.0, 0.0], [0.0, 0.0, 0.0], [0.0, 0.0, 0.0], [0.0, 0.0, 0.0], [0.0, 0.0, 0.0]], "lumo_ev": -6.1, "homo_lumo_gap_ev": 7.88, "total_charge": 2, "relative_energy_kcal_mol": 19.5}